The ion C25H39F5NOSi with charge +1 at a distorted geometry. Source: OMol25; level of theory: ωB97M-V/def2-TZVPD.

Summary:
SMILES string ... C[Si](C)(CCCCCCCC[C@@H]1C=[N+](O)[C@H](CCCC(F)(F)C(F)(F)F)C1)c1ccccc1
Multiplicity ... 1
Largest force on an atom ... 4.9 eV Å⁻¹
DFT total energy ... -1894.26672 hartree
Charge ... +1
HOMO-LUMO gap ... 6.376 eV

Geometry as XYZ:
```
72
C25H39F5NOSi | OMol25 | ωB97M-V/def2-TZVPD
C -3.6135 -4.1600 -4.8149
Si -2.3383 -3.6150 -3.4831
C -3.1068 -4.1220 -1.7708
C -0.6993 -4.5936 -3.6705
C 0.6358 -3.6974 -3.7171
C 1.6111 -3.8544 -2.4504
C 0.8885 -3.8222 -1.0192
C 0.9146 -2.3974 -0.2804
C -0.2886 -2.3359 0.7943
C 0.1792 -2.0255 2.2980
C 0.7721 -0.5185 2.3858
C -0.0158 0.4032 3.4463
C -0.7922 1.7074 2.9004
N -0.4609 2.8138 3.5462
O -1.0368 3.9938 3.2033
C 0.5740 2.7131 4.6316
C 1.8196 3.7125 4.4278
C 2.2332 3.9559 2.8925
C 3.1157 5.3195 2.7359
C 2.9560 5.8058 1.2006
F 2.9252 4.7261 0.2825
F 4.1264 6.5756 0.8688
C 1.7027 6.7695 0.9603
F 1.6193 7.8428 1.8883
F 1.8132 7.3158 -0.3415
F 0.4456 6.0824 0.9809
C 0.9104 1.1354 4.5795
C -2.1265 -1.7088 -3.4113
C -2.2519 -0.9178 -2.0808
C -2.0208 0.6134 -2.0913
C -1.6793 1.2955 -3.4372
C -1.5611 0.5657 -4.8045
C -1.7913 -0.9895 -4.7673
H -3.4746 -5.3045 -4.9282
H -3.4223 -3.6455 -5.8253
H -4.6691 -4.0036 -4.4143
H -2.3883 -3.9744 -0.8964
H -3.2826 -5.2592 -1.8527
H -4.1205 -3.6170 -1.5909
H -0.8048 -5.2140 -4.6432
H -0.6241 -5.3827 -2.8287
H 0.4640 -2.5831 -3.8897
H 1.2397 -4.0674 -4.6330
H 2.3171 -2.9358 -2.4736
H 2.3175 -4.7612 -2.5748
H 1.4811 -4.5499 -0.3403
H -0.1875 -4.1975 -1.0097
H 0.7894 -1.5004 -0.9751
H 1.9130 -2.2673 0.2823
H -0.8970 -3.3123 0.8337
H -0.9731 -1.4557 0.4843
H 0.8648 -2.8166 2.7571
H -0.7722 -2.0179 2.9587
H 0.6819 -0.0144 1.3659
H 1.8700 -0.6223 2.7154
H -0.8035 -0.1105 4.1166
H -1.5577 1.6957 2.0394
H -0.6807 4.6864 3.8119
H 0.2316 2.9448 5.7101
H 1.5961 4.7239 4.9420
H 2.7421 3.2720 4.9638
H 2.8928 3.0758 2.5723
H 1.3478 4.0470 2.1762
H 2.7260 6.0883 3.4824
H 4.2198 5.1195 2.9316
H 2.0307 1.0272 4.4022
H 0.5545 0.7645 5.6135
H -2.5133 -1.5155 -1.1379
H -2.0870 1.1571 -1.0850
H -1.4844 2.4246 -3.4392
H -1.2905 1.1154 -5.7682
H -1.7065 -1.6024 -5.7359
```


A cluster of 3 separate species, C19H47N3O4P in total. Source: OMol25; level of theory: ωB97M-V/def2-TZVPD.

Summary:
Multiplicity ... 1
Largest force on an atom ... 0.3 eV Å⁻¹
DFT total energy ... -1558.61293 hartree
Charge ... -1
HOMO-LUMO gap ... 5.116 eV

Geometry as XYZ:
```
74
C19H47N3O4P | OMol25 | ωB97M-V/def2-TZVPD
C -1.1842 0.7443 -0.8714
C -1.2971 -0.7819 -0.9022
C 0.0261 -1.4824 -1.2595
C 0.4574 -1.1219 -2.6936
N 1.0312 -1.1391 -0.2865
P 2.2793 -2.1767 -0.0511
C 2.1015 -2.7659 1.7231
C 3.7149 -0.9970 0.3082
C 3.5167 0.3586 -0.3542
H -0.2469 0.9930 -0.3642
H -2.0161 1.2199 -0.3410
H -1.1611 1.1692 -1.8812
H -1.5942 -1.1270 0.0924
H -2.0806 -1.0876 -1.6158
H -0.2139 -2.5654 -1.2717
H 1.3408 -1.7103 -2.9568
H 0.7504 -0.0663 -2.7307
H -0.3312 -1.3073 -3.4375
H 1.8386 -1.9060 2.3527
H 3.0065 -3.2594 2.0987
H 1.2670 -3.4731 1.7244
H 4.6461 -1.4607 -0.0418
H 3.8147 -0.8895 1.3961
H 3.4260 0.2665 -1.4414
H 2.5750 0.7859 -0.0088
H 4.3449 1.0464 -0.1352
C -4.9981 -2.1827 -1.1161
O -5.1341 -3.3137 -0.2817
C -5.2274 -4.5544 -0.9672
C -3.9892 -5.3966 -0.7436
N -2.8425 -4.7948 -1.3915
C -1.5661 -5.4551 -1.1615
C -1.0553 -5.5261 0.2747
O -0.7909 -4.2569 0.8204
C -1.8573 -3.6184 1.4808
H -5.0410 -1.3057 -0.4729
H -4.0488 -2.1715 -1.6610
H -5.8125 -2.1278 -1.8485
H -5.3635 -4.3811 -2.0402
H -6.1055 -5.0841 -0.5858
H -4.1623 -6.3864 -1.1833
H -3.8683 -5.5429 0.3403
H -2.7635 -3.8252 -1.1085
H -0.8140 -4.9202 -1.7449
H -1.6212 -6.4764 -1.5596
H -0.1008 -6.0588 0.2517
H -1.7362 -6.0833 0.9347
H -2.4788 -4.3418 2.0250
H -2.5034 -3.0530 0.8031
H -1.4153 -2.9174 2.1886
C 2.1626 7.8740 2.3862
O 2.5401 6.5456 2.6556
C 1.4604 5.6867 3.0150
C 1.2257 4.6314 1.9587
N 0.7583 5.2361 0.7239
C 0.5695 4.2998 -0.3801
C 1.7896 3.5394 -0.8773
O 2.7580 4.3672 -1.5114
C 3.7457 4.8929 -0.6555
H 3.0781 8.4414 2.2236
H 1.5279 7.9586 1.4966
H 1.6186 8.3170 3.2292
H 0.5499 6.2792 3.1546
H 1.7125 5.2054 3.9636
H 0.4574 3.9434 2.3268
H 2.1471 4.0437 1.8446
H 1.4121 5.9572 0.4440
H 0.1456 4.8548 -1.2206
H -0.1776 3.5582 -0.0771
H 1.4526 2.8194 -1.6260
H 2.2635 2.9597 -0.0804
H 4.0111 4.1787 0.1315
H 3.4426 5.8286 -0.1714
H 4.6333 5.0890 -1.2581
```


A structure of composition C44H38FeN7O6Te at a distorted geometry. Source: OMol25; level of theory: ωB97M-V/def2-TZVPD.

Summary:
Multiplicity ... 2
Largest force on an atom ... 3.4 eV Å⁻¹
DFT total energy ... -4065.35872 hartree
Charge ... +2
HOMO-LUMO gap (spin up / spin down) ... 6.723 / 3.567 eV

Geometry as XYZ:
```
97
C44H38FeN7O6Te | OMol25 | ωB97M-V/def2-TZVPD
Fe -0.7423 0.1641 -0.2230
O 0.0571 3.1741 3.0247
C -0.3203 2.1617 2.2822
O 0.3955 1.6372 1.4282
C -1.6823 1.6371 2.5133
C -2.4629 1.8354 3.6470
C -3.7375 1.2779 3.6694
C -4.1836 0.5459 2.5782
C -3.3119 0.3489 1.5124
N -2.1012 0.8783 1.4921
C -3.6374 -0.4689 0.2352
O -4.7922 -0.5791 -0.1147
O -2.5872 -0.9074 -0.3185
H 0.9603 3.4706 2.8146
H -2.0803 2.4074 4.4791
H -4.3771 1.4190 4.5276
H -5.1755 0.1276 2.5211
C 1.6724 -3.0219 -1.2422
C 0.6557 -3.1108 -0.1686
N 0.1140 -2.0685 0.4385
C -0.6922 -2.5791 1.4271
C -0.6266 -3.9343 1.4092
N 0.2228 -4.2669 0.3869
C 0.5142 -5.6205 -0.0303
N -0.6781 -6.4040 -0.1558
N -0.8548 -7.5201 0.5752
N -1.9282 -8.0854 0.2643
C -2.5666 -7.3801 -0.7105
C -3.7740 -7.5678 -1.3790
C -4.1232 -6.6230 -2.3155
C -3.3067 -5.5179 -2.5966
C -2.1072 -5.3097 -1.9501
C -1.7476 -6.2584 -1.0035
H 1.8231 -1.9757 -1.4983
H 1.3716 -3.5600 -2.1392
H 2.6171 -3.4409 -0.8938
H -1.2667 -1.9384 2.0672
H -1.0987 -4.6714 2.0234
H 1.1368 -6.1245 0.7198
H 1.0503 -5.5809 -0.9864
H -4.3986 -8.4168 -1.1619
H -5.0505 -6.7341 -2.8554
H -3.6381 -4.8065 -3.3368
H -1.4854 -4.4514 -2.1608
Te 1.9140 -0.6476 2.3216
C 2.7948 -2.6021 2.3396
C 2.2767 -3.5870 3.1680
C 2.8625 -4.8423 3.1911
C 3.9571 -5.1160 2.3859
C 4.4690 -4.1310 1.5566
C 3.8909 -2.8723 1.5332
C 3.0657 -0.0636 4.0548
C 4.3762 0.3666 3.8946
C 5.1244 0.7118 5.0075
C 4.5724 0.6255 6.2749
C 3.2688 0.1858 6.4309
C 2.5103 -0.1557 5.3242
H 1.4251 -3.3759 3.8021
H 2.4750 -5.6010 3.8545
H 4.4237 -6.0887 2.4183
H 5.3310 -4.3339 0.9393
H 4.3028 -2.0962 0.9012
H 4.8129 0.4356 2.9066
H 6.1428 1.0458 4.8852
H 5.1578 0.8959 7.1397
H 2.8394 0.1044 7.4162
H 1.4919 -0.5023 5.4467
C -5.3957 1.2758 -2.8635
O -4.2277 2.0481 -2.6222
C -4.0217 2.5904 -1.4124
C -4.8507 2.4024 -0.3027
C -4.6032 3.0540 0.8884
C -3.4924 3.8765 1.0272
C -2.6661 4.0826 -0.0543
C -2.9268 3.4777 -1.2851
N -2.2158 3.9664 -2.3904
C -1.9745 3.4482 -3.5765
C -1.9577 2.0904 -3.9522
C -2.1821 1.7670 -5.3085
C -2.2032 0.4680 -5.7423
C -1.9549 -0.5727 -4.8327
C -1.6664 -0.3033 -3.5230
C -1.6319 1.0291 -3.0306
O -1.1860 1.2572 -1.8511
H -5.3838 1.0906 -3.9354
H -6.2992 1.8319 -2.6036
H -5.3646 0.3283 -2.3195
H -5.6990 1.7428 -0.3848
H -5.2898 2.9322 1.7119
H -3.3068 4.3914 1.9542
H -1.8147 4.7417 0.0331
H -1.9937 4.9533 -2.2880
H -1.7408 4.1666 -4.3589
H -2.3922 2.5739 -5.9962
H -2.4133 0.2497 -6.7775
H -1.9764 -1.5940 -5.1787
H -1.4478 -1.0836 -2.7984
```


The molecule C3H5FO2S at a distorted geometry. Source: OMol25; level of theory: ωB97M-V/def2-TZVPD.

Summary:
SMILES string ... COS[C@H](F)C=O
Multiplicity ... 1
Largest force on an atom ... 4.7 eV Å⁻¹
Relative energy (zero: lowest compared OMol25 entry of this formula, charge and spin) ... 232.8 kJ/mol
DFT total energy ... -765.74779 hartree
Charge ... 0
HOMO-LUMO gap ... 9.694 eV

Geometry as XYZ:
```
12
C3H5FO2S | OMol25 | ωB97M-V/def2-TZVPD
C 2.9892 0.9164 0.3720
C -1.4600 -0.9444 0.2422
C 2.4391 -0.1868 -0.5593
O 4.0638 0.9057 0.9019
O -0.1294 -1.5888 -0.0697
F 3.4154 -0.9852 -1.1367
S 1.2493 -1.1892 0.7762
H 2.3492 1.7735 0.6236
H -1.3167 -0.7317 1.3158
H -2.2676 -1.5554 -0.0196
H -1.5240 0.0269 -0.3373
H 1.7821 0.1783 -1.3391
```


A structure of composition C4H10O. Source: OMol25; level of theory: ωB97M-V/def2-TZVPD.

Summary:
Multiplicity ... 1
Largest force on an atom ... 0.4 eV Å⁻¹
Relative energy (zero: lowest compared OMol25 entry of this formula, charge and spin) ... 323.5 kJ/mol
DFT total energy ... -233.52173 hartree
Charge ... 0
HOMO-LUMO gap ... 8.870 eV

Geometry as XYZ:
```
15
C4H10O | OMol25 | ωB97M-V/def2-TZVPD
C 0.0956 1.5653 0.2962
C 0.1487 0.0917 -0.0650
C 1.4652 -0.3845 -0.6521
C -1.0425 -0.5532 -0.4783
O -1.1929 -1.5947 1.0716
H 0.8498 1.8171 1.0517
H -0.8833 1.8521 0.6998
H 0.2938 2.2075 -0.5758
H -0.2634 -0.7760 1.0146
H 1.7098 0.1295 -1.5943
H 2.2959 -0.1955 0.0385
H 1.4474 -1.4615 -0.8548
H -1.0204 -1.4021 -1.1561
H -1.9971 -0.0295 -0.4414
H -1.9068 -1.2662 1.6454
```


A structure of composition C12H32B2Cs3O6S3 at a distorted geometry. Source: OMol25; level of theory: ωB97M-V/def2-TZVPD.

Summary:
Multiplicity ... 1
Largest force on an atom ... 4.9 eV Å⁻¹
Relative energy (zero: lowest compared OMol25 entry of this formula, charge and spin) ... 0.0 kJ/mol
DFT total energy ... -2232.00106 hartree
Charge ... +1
HOMO-LUMO gap ... 6.977 eV

Geometry as XYZ:
```
58
C12H32B2Cs3O6S3 | OMol25 | ωB97M-V/def2-TZVPD
Cs -18.8167 9.9803 15.0215
Cs -19.1821 15.2115 17.6967
Cs -13.6926 11.5650 19.6595
B -15.3223 12.9975 15.5010
H -14.3256 13.3256 15.2500
H -16.0200 13.3249 14.7458
H -15.3507 11.9208 15.5650
H -15.5190 13.4543 16.4586
B -18.2472 10.4486 19.4028
H -18.9421 9.6243 19.3596
H -17.5965 10.3931 20.2617
H -17.5410 10.2871 18.6032
H -18.8314 11.3557 19.3909
C -10.1055 11.7502 12.3667
C -9.0507 11.5121 11.2225
C -7.6782 12.1801 11.5788
S -7.6622 11.9830 13.4525
O -7.5827 13.2816 14.1366
O -6.7859 10.8993 13.9416
C -9.4780 11.4892 13.7552
H -10.9350 11.0556 12.2333
H -10.4807 12.7718 12.3065
H -9.2053 11.9421 10.2329
H -9.0417 10.4268 11.1218
H -7.7249 13.2299 11.2892
H -6.8992 11.5316 11.1780
H -9.7023 12.2329 14.5199
H -9.4708 10.4864 14.1823
C -13.0622 19.9052 12.8960
C -13.5312 18.5505 13.4632
C -12.3287 17.6560 13.8622
S -10.8954 18.1457 12.9354
O -10.3868 17.0763 12.0264
O -10.1016 18.9253 13.8582
C -11.8749 19.5547 11.9485
H -12.5002 20.4578 13.6489
H -13.7021 20.6440 12.4135
H -14.1913 18.0532 12.7525
H -14.2696 18.6756 14.2552
H -12.4485 16.5815 13.7235
H -12.1129 17.7506 14.9264
H -12.2767 19.1344 11.0265
H -11.1480 20.3326 11.7147
C -12.2082 21.1665 20.4258
C -13.3334 21.2047 21.5288
C -14.2002 19.8812 21.4488
S -14.1506 19.2975 19.6566
O -15.1121 20.0462 18.8440
O -14.1613 17.8315 19.5207
C -12.4866 19.9575 19.5232
H -11.1800 21.1530 20.7874
H -12.3170 22.0866 19.8516
H -14.1402 21.8581 21.1968
H -13.1511 21.6404 22.5112
H -15.2418 19.9341 21.7655
H -13.7646 19.1201 22.0961
H -12.1729 20.1293 18.4936
H -11.8592 19.0860 19.7104
```


The molecule C2HN3O2 at a distorted geometry. Source: OMol25; level of theory: ωB97M-V/def2-TZVPD.

Summary:
SMILES string ... O=c1cnnno1
Multiplicity ... 1
Largest force on an atom ... 3.9 eV Å⁻¹
Relative energy (zero: lowest compared OMol25 entry of this formula, charge and spin) ... 476.5 kJ/mol
DFT total energy ... -391.41928 hartree
Charge ... 0
HOMO-LUMO gap ... 9.571 eV

Geometry as XYZ:
```
8
C2HN3O2 | OMol25 | ωB97M-V/def2-TZVPD
C 0.8881 -0.1580 -0.5840
C -0.5773 -0.5921 -0.4446
H -1.1979 -1.0424 -1.1985
N -1.3234 -0.1970 0.4444
N -0.8588 0.7244 1.3895
N 0.2282 1.2458 1.3987
O 1.5171 -0.5290 -1.5367
O 1.3241 0.5483 0.5312
```


The molecule C4H11N3S at a distorted geometry. Source: OMol25; level of theory: ωB97M-V/def2-TZVPD.

Summary:
SMILES string ... CNN(NC)C(C)=S
Multiplicity ... 1
Largest force on an atom ... 4.7 eV Å⁻¹
Relative energy (zero: lowest compared OMol25 entry of this formula, charge and spin) ... 319.8 kJ/mol
DFT total energy ... -721.34679 hartree
Charge ... 0
HOMO-LUMO gap ... 8.675 eV

Geometry as XYZ:
```
19
C4H11N3S | OMol25 | ωB97M-V/def2-TZVPD
C 1.7478 0.5462 -0.1281
C 1.7018 1.9046 -0.6724
C -1.4047 0.9096 1.1276
C 0.5559 -2.5787 -0.2957
N -0.8350 0.6436 -0.1863
N 0.1198 -1.4297 0.4850
N 0.1951 -0.2615 -0.2499
S 2.9169 -0.2487 0.6144
H 1.0195 1.9566 -1.5168
H 1.3196 2.5754 0.0996
H 2.6994 2.2375 -0.9559
H -0.6346 1.3557 1.7588
H -2.2172 1.6216 1.0005
H -1.7844 0.0050 1.6159
H 0.0573 -2.5385 -1.2628
H 1.6371 -2.6074 -0.4622
H 0.2520 -3.4820 0.2311
H -1.5658 0.3471 -0.8308
H 0.6471 -1.3762 1.3590
```